(1)
C5H32O10 | the ωB97M-V functional and the def2-TZVPD basis

## Properties
Kohn-Sham gap (alpha / beta): 11.74 / 3.73 eV
expectation value of S²: 0.7534
maximum force: 7.20 eV/A
HOMO level (alpha / beta): -14.60 / -14.15 eV
LUMO level (alpha / beta): -2.861 / -10.421 eV

ORCA input file:
```
! RIJCOSX wB97M-V def2-TZVPD def2/J DEFGRID3
* xyz 1 2
C 0.02610 1.75864 2.05704
C -0.43893 0.31848 1.94810
C -0.69199 -0.19392 0.54372
C -2.14590 -0.69402 0.43408
C -2.32364 -1.40869 -0.90224
H 0.24239 1.90572 3.10919
H -0.74075 2.39641 1.52984
H 0.97623 1.97771 1.59465
H -1.54587 0.28440 2.49379
H 0.19924 -0.42642 2.58383
H -0.60661 0.65052 -0.17309
H 0.11642 -0.98193 0.32582
H -2.44864 -1.24489 1.30249
H -2.86182 0.16384 0.48890
H -1.70567 -0.90737 -1.64058
H -1.97594 -2.45865 -0.91429
H -3.43287 -1.57316 -0.95115
H -1.53071 -3.17201 0.70657
H -2.04109 -2.94477 2.14168
O -1.92136 -3.68003 1.46574
H 2.97142 -1.66815 1.71907
H 1.51449 -1.48966 1.17224
O 2.21719 -1.10129 1.60769
H 0.22849 1.32413 -3.98931
H 0.95210 2.66332 -3.46013
O 0.16474 2.15325 -3.71055
H 0.91513 1.97661 -1.08654
H 2.27781 1.35946 -0.84646
O 1.71884 1.72702 -1.50362
H 2.72412 0.54959 1.27597
H 2.97760 2.01976 1.15792
O 3.15341 1.16764 0.66593
H -0.19490 -3.63933 1.94344
H 0.88844 -3.33739 1.05640
O 0.77259 -3.51968 1.98396
H -0.17404 -0.68648 -2.62314
H 1.03677 0.13455 -1.73380
O 0.41688 -0.66200 -1.96670
H -1.09870 2.60673 -2.52347
H -2.16994 2.21852 -1.57260
O -1.69209 2.96430 -1.87447
H 0.82049 -2.41133 -1.26091
H 0.37982 -3.78799 -0.99641
O 0.97949 -3.12388 -0.75064
H -0.92512 4.87183 0.07386
H -1.25138 3.46049 0.50784
O -0.91556 4.26996 0.86419
*
```

natural (NBO) atomic charge list, values in e, 4 entries: -0.616 -0.376 -0.412 -0.409

***

(2)
C34H43F8N5O10Sr | the ωB97M-V functional and the def2-TZVPD basis

## Properties
relative energy (zero: lowest compared OMol25 entry of this formula, charge and spin): 0.00 kcal/mol
Kohn-Sham gap: 7.87 eV
maximum force: 4.19 eV/A
HOMO level: -7.74 eV
LUMO level: 0.128 eV

ORCA input file:
```
! RIJCOSX wB97M-V def2-TZVPD def2/J DEFGRID3
* xyz 0 1
Sr 0.38401 -0.38006 0.12180
C 0.40201 2.77777 1.27694
O -0.13561 2.78314 -0.04013
O 0.88565 1.54749 1.49190
C 1.56409 3.89497 1.30449
F 2.65263 3.42380 0.66011
F 1.15928 5.08523 0.74388
F 1.94276 4.17863 2.51769
C -1.41817 3.46541 -0.15177
C -2.07221 3.17994 -1.50851
H -1.44507 3.50075 -2.33611
H -2.22782 2.11833 -1.68620
H -3.07121 3.76639 -1.43798
H -1.24642 4.56800 -0.11608
H -1.98826 3.15022 0.72096
H -0.30572 3.01764 2.04309
C 0.82292 -2.92498 -2.33920
O 1.63921 -3.71813 -1.43478
O 0.30782 -1.86765 -1.80187
C 1.67047 -2.48136 -3.62382
F 2.88521 -1.87420 -3.23067
F 1.98964 -3.54995 -4.43881
F 1.02274 -1.58378 -4.30707
C 2.26011 -4.83477 -1.93348
C 2.99804 -5.46268 -0.79154
H 2.30414 -5.52613 0.04695
H 3.36809 -6.40517 -1.14589
H 3.76620 -4.75665 -0.53984
H 3.09262 -4.58222 -2.56973
H 1.57150 -5.55786 -2.35901
H 0.09089 -3.68267 -2.65630
C -5.63775 -0.26674 -1.77241
C -5.75425 -1.08289 -0.50217
O -4.54586 -0.90692 0.13785
C -3.63122 -0.38371 -0.76680
O -2.44965 -0.29293 -0.55507
O -4.20437 -0.05909 -1.88984
F -5.74646 -2.40214 -1.02743
H -6.02348 0.74576 -1.77936
H -6.01173 -0.90462 -2.58282
H -6.60370 -1.01418 0.17545
C 3.63165 3.08662 -3.33109
C 2.24138 3.28844 -3.79423
O 1.46005 2.43239 -3.03214
C 2.22192 1.70948 -2.19547
O 1.80308 0.88049 -1.43991
O 3.47115 2.13109 -2.28073
F 2.06006 2.89412 -5.10372
H 4.03993 3.96492 -2.87507
H 4.26296 2.73689 -4.14854
H 1.81892 4.31005 -3.62603
N -4.21011 2.39919 2.99161
C -4.41388 1.03317 2.93997
C -3.17984 0.52089 3.27199
C -2.22429 1.53125 3.59815
C -2.89229 2.71013 3.33999
H -4.87564 3.10033 2.64030
H -5.31026 0.46767 2.76652
H -2.95782 -0.51092 3.33747
H -1.30429 1.38814 4.01262
H -2.55524 3.70809 3.35579
N 1.39829 1.17373 4.30527
C 2.52849 1.52685 5.03733
C 2.45435 0.89799 6.28459
C 1.36618 0.00153 6.26560
C 0.68758 0.29471 5.11894
H 1.21777 1.27339 3.31854
H 3.21034 2.17719 4.56488
H 3.23825 1.05365 6.99579
H 1.04606 -0.70916 6.98682
H -0.24416 -0.05570 4.73141
N 3.37480 -0.07804 0.95896
C 3.94113 -0.31964 2.18659
C 4.51719 -1.52347 2.15101
C 4.32697 -2.03817 0.82294
C 3.59505 -1.14691 0.08425
H 2.77759 0.75292 0.79047
H 3.89019 0.36446 3.02571
H 5.11486 -1.84095 2.97825
H 4.61927 -2.99033 0.40719
H 3.22794 -1.16788 -0.94647
N -2.03407 -0.65452 -3.66705
C -1.63919 0.64575 -3.89968
C -2.37209 1.13441 -4.92347
C -3.31906 0.16234 -5.30291
C -3.06622 -0.97383 -4.51413
H -1.61246 -1.23269 -2.97762
H -0.75874 0.98265 -3.31938
H -2.26681 2.15537 -5.29596
H -4.08914 0.23953 -6.13466
H -3.38426 -2.03382 -4.50801
N 0.95907 -3.13693 1.22868
C -0.37196 -3.19353 0.91842
C -1.12366 -2.56442 1.90844
C -0.17642 -2.00142 2.78350
C 1.06043 -2.36124 2.40126
H 1.75734 -3.44234 0.62677
H -0.64410 -3.57909 -0.02196
H -2.21287 -2.55310 1.81297
H -0.38858 -1.57038 3.71442
H 2.04617 -2.15334 2.75842
*
```

Löwdin atomic charge list, values in e, 4 entries: 1.553 -0.442 -0.119 -0.356

***

(3)
C5H10O2 | the ωB97M-V functional and the def2-TZVPD basis

## Properties
relative energy (zero: lowest compared OMol25 entry of this formula, charge and spin): 20.04 kcal/mol
Kohn-Sham gap: 11.29 eV
structure (SMILES): CCCCC(=O)O
maximum force: 3.14 eV/A
HOMO level: -10.55 eV
LUMO level: 0.743 eV

ORCA input file:
```
! RIJCOSX wB97M-V def2-TZVPD def2/J DEFGRID3
* xyz 0 1
O -0.03608 1.12696 1.81331
C -0.72434 0.55827 1.02025
O -1.40907 -0.59531 1.17107
C -0.63106 0.96615 -0.47164
C 0.82409 0.76895 -1.00918
C 1.31071 -0.64748 -0.68275
C 0.54266 -1.71421 -1.47844
H -1.69930 -0.67283 2.09514
H -1.19424 0.34962 -1.17128
H -1.09316 1.94972 -0.60268
H 1.50905 1.51629 -0.54324
H 0.88738 1.06498 -2.06072
H 1.09970 -0.85522 0.37073
H 2.37715 -0.84535 -0.76594
H 1.02084 -2.69357 -1.48924
H -0.50560 -1.82950 -1.21695
H 0.58593 -1.52715 -2.57817
*
```

natural (NBO) atomic charge list, values in e, 4 entries: -0.574 0.799 -0.689 -0.522

***

(4)
C16H38IN5O4PS | the ωB97M-V functional and the def2-TZVPD basis

## Properties
relative energy (zero: lowest compared OMol25 entry of this formula, charge and spin): 72.12 kcal/mol
Kohn-Sham gap: 6.34 eV
maximum force: 11.23 eV/A
HOMO level: -4.16 eV
LUMO level: 2.183 eV

ORCA input file:
```
! RIJCOSX wB97M-V def2-TZVPD def2/J DEFGRID3
* xyz -1 1
S 3.70653 0.01050 1.18498
C 2.34298 -0.81070 0.49731
N 1.15223 -1.25850 -0.08691
P 1.27276 -3.04184 -0.07260
C -0.61785 -3.30661 -0.10391
C -1.45184 -2.52515 1.07175
C -3.02984 -2.34555 0.54801
I -4.46946 -3.38278 1.89713
H 1.30617 -2.97823 -1.53957
H 2.72922 -2.90674 -0.00677
H 1.26138 -3.12215 1.37779
H 1.49941 -4.47616 -0.21824
H -1.00999 -3.09196 -1.19031
H -0.79876 -4.47163 0.08203
H -1.54600 -3.16108 2.07445
H -1.06738 -1.45048 1.32833
H -3.32087 -1.20489 0.58715
H -3.12069 -2.74661 -0.54895
C 2.01476 5.68356 -0.05320
O 1.52549 6.45162 -0.87194
N 2.75533 4.56038 -0.35349
C 3.30039 3.70161 0.67681
C 2.99695 4.22694 -1.74204
H 1.89208 5.84311 1.03065
H 4.38906 3.67411 0.57461
H 2.89321 2.69452 0.54953
H 3.04266 4.06970 1.67354
H 3.52474 5.05724 -2.22099
H 2.03648 4.08261 -2.24594
H 3.59528 3.31531 -1.82200
C -4.06140 5.81543 0.50871
O -4.56866 5.49314 -0.55828
N -2.71262 5.99210 0.73179
C -2.19203 6.37498 2.02734
C -1.78558 5.78892 -0.36226
H -4.67499 5.99514 1.40673
H -1.65619 7.32323 1.92675
H -1.50454 5.59886 2.37549
H -2.99813 6.49383 2.75637
H -2.03654 6.47809 -1.17430
H -1.88566 4.76247 -0.72784
H -0.75723 5.96452 -0.03496
C -2.62865 -6.84190 3.19270
O -1.42888 -7.08361 3.15067
N -3.58681 -7.64739 3.77001
C -4.98933 -7.28825 3.77739
C -3.18030 -8.89209 4.38896
H -3.04619 -5.92172 2.75204
H -5.33042 -7.21680 4.81419
H -5.55592 -8.06517 3.25624
H -5.15301 -6.32909 3.27880
H -2.46548 -8.67534 5.18858
H -2.68983 -9.51942 3.63853
H -4.04507 -9.41912 4.80111
C 4.81993 1.65974 -3.69916
O 4.52965 2.42725 -2.79015
N 3.94673 1.18499 -4.65431
C 4.37083 0.27714 -5.69931
C 2.56155 1.60597 -4.61321
H 5.84618 1.27691 -3.82359
H 4.18514 0.74473 -6.67055
H 3.79301 -0.64807 -5.61977
H 5.43540 0.04426 -5.61075
H 2.51798 2.69600 -4.69860
H 2.12784 1.31026 -3.65315
H 1.99474 1.14981 -5.42935
*
```

natural (NBO) atomic charge list, values in e, 4 entries: -0.164 0.275 -0.763 0.766

***

(5)
CHHoLiO | the ωB97M-V functional and the def2-TZVPD basis

## Properties
relative energy (zero: lowest compared OMol25 entry of this formula, charge and spin): 71.78 kcal/mol
Kohn-Sham gap (alpha / beta): 6.48 / 7.83 eV
expectation value of S²: 6.0104
maximum force: 7.68 eV/A
HOMO level (alpha / beta): -11.39 / -13.42 eV
LUMO level (alpha / beta): -4.915 / -5.588 eV

ORCA input file:
```
! RIJCOSX wB97M-V def2-TZVPD def2/J DEFGRID3
* xyz 1 5
H 0.43802 0.85109 -1.12637
O -1.13268 0.02276 1.65516
C -0.84489 1.08570 1.35987
Ho 0.48413 -1.27588 -1.74304
Li 1.05542 -0.68368 -0.14563
*
```

natural (NBO) atomic charge list, values in e, 4 entries: -0.644 -0.538 0.553 0.975

***

(6)
C11H15N | the ωB97M-V functional and the def2-TZVPD basis

## Properties
relative energy (zero: lowest compared OMol25 entry of this formula, charge and spin): 14.55 kcal/mol
Kohn-Sham gap: 8.77 eV
structure (SMILES): Cc1c[nH]c2ccccc12.CC
maximum force: 2.34 eV/A
HOMO level: -7.83 eV
LUMO level: 0.936 eV

ORCA input file:
```
! RIJCOSX wB97M-V def2-TZVPD def2/J DEFGRID3
* xyz 0 1
C -2.00435 1.72470 0.36216
C -0.92216 -0.46170 -0.55147
C -1.78444 0.24443 0.37207
C -0.73499 -1.77026 -0.06963
C -2.12713 -0.67488 1.30840
C -0.57304 -0.15937 -1.87549
C -0.00607 -2.72443 -0.77737
C 0.17221 -1.08179 -2.57931
C 0.56164 -2.27511 -1.95640
N -1.50125 -1.87798 1.07265
H -0.97834 0.73449 -2.32218
H -1.04972 2.25022 0.33030
H -2.52221 2.04796 1.26440
H -2.82436 -0.59366 2.12967
H -1.85031 -2.74762 1.43195
H 0.04827 -3.76637 -0.49711
H 0.43187 -0.93972 -3.60884
H 1.14490 -2.97659 -2.53395
H -2.56743 2.00701 -0.51703
C 2.88304 2.13728 1.40406
C 1.92782 1.15121 0.74371
H 3.27860 1.65322 2.30925
H 3.72577 2.50555 0.83298
H 2.32595 2.90408 1.94538
H 1.28839 0.60998 1.44783
H 2.48875 0.41161 0.17443
H 1.16859 1.66773 0.15952
*
```

natural (NBO) atomic charge list, values in e, 4 entries: -0.626 -0.108 -0.083 0.203

***

no.,DFT total energy (eV)
1,-26166.4255
2,-86458.4954
3,-9442.1742
4,-61068.3669
5,-29088.6772
6,-13140.1602